No. 1
Here is 2 unconnected molecules or ions with the total composition C5H12NO2 at a distorted geometry from the OMol25 dataset. Energies are from ωB97M-V/def2-TZVPD.

Total charge = +1
Frontier orbital gap = 11.302 eV
HOMO level = -14.37 eV
Molar mass = 118.16 Da

The geometry in XYZ format:
```
20
Properties=species:S:1:pos:R:3:forces:R:3
O 0.21593 -0.12225 -2.38458 0.0278 0.2495 -0.4732
C -0.26552 0.79301 -1.78312 0.1282 -0.4327 1.3911
C -0.42359 0.68199 -0.24440 0.7800 0.7984 -1.7724
N 0.24231 -0.54636 0.23644 -1.0643 -0.2862 0.5167
C 0.75003 -0.23503 1.61374 -0.9482 -0.6348 1.0832
C 1.11430 1.27256 1.63253 0.3059 -1.9333 -0.7552
C 0.24686 1.83027 0.49774 -0.9819 1.7478 1.1735
H -0.61953 1.75616 -2.18157 0.0658 -0.1496 -0.4437
H -1.50342 0.65612 -0.09329 0.0816 -0.2785 0.4715
H -0.49449 -1.28122 0.26623 0.3990 -0.3423 -0.0060
H 0.93793 -0.91169 -0.41861 0.1480 0.4107 -0.1682
H -0.07474 -0.45030 2.30401 -0.3088 0.4074 -0.3315
H 1.41837 -1.03409 1.93517 0.8141 0.5587 -0.3837
H 2.18254 1.29231 1.42337 -0.0037 0.6690 0.0389
H 0.87517 1.70997 2.59230 0.2038 0.0562 0.0984
H 0.74848 2.62016 -0.05906 0.3564 -0.5933 -0.6700
H -0.56121 2.43387 0.93412 0.1008 -0.2615 0.1645
H -2.13448 -2.94758 0.72466 -0.1224 -0.2243 -0.1125
H -1.57355 -3.25538 -0.70095 -0.1184 -0.0431 0.0960
O -1.44003 -2.73051 0.09618 0.1366 0.2818 0.0827
```
Positions in Å, forces in eV/Å.

Here are the Mulliken charges for atoms 1 to 4, given in e:
1 O -0.45
2 C -0.04
3 C 0.05
4 N -0.12

No. 2
Here is a molecular structure, C8H12N2 at a distorted geometry from the OMol25 dataset. Energies are from ωB97M-V/def2-TZVPD.

Frontier orbital gap = 9.235 eV
HOMO level = -8.47 eV
Molar mass = 136.20 Da

The geometry in XYZ format:
```
22
Properties=species:S:1:pos:R:3:forces:R:3
C -2.68860 -1.21647 -0.03446 -6.3045 0.8309 -0.5017
C -0.62068 0.15555 -0.07561 2.2436 -11.4331 0.9485
C -1.29233 1.20254 -0.06293 -5.4220 8.5483 0.1181
C -0.61742 2.45880 -0.09185 5.3565 -2.6405 0.5333
C 0.81376 2.57359 -0.01373 -10.1150 -15.7240 -1.4623
C 1.41301 1.23989 0.05105 0.1052 2.7644 -0.3028
C 0.77392 0.07798 0.04216 -1.4482 -1.7681 -0.4211
C 1.47764 -1.28043 0.05848 7.1585 10.0420 14.5514
H -3.13844 -2.32093 -0.01367 0.8454 2.4674 -0.0181
H -3.10991 -0.67236 -1.15543 0.9184 -1.3945 3.1308
H -3.36720 -0.52942 0.94363 2.3387 -2.1691 -2.9641
H -1.04232 -1.92328 -0.37829 5.6574 -10.2685 -7.4267
H -2.41537 1.30232 0.07032 1.5675 -0.6237 -0.5508
H -1.00115 3.36092 -0.04765 -3.1051 3.9491 0.0573
H 1.32092 3.27466 0.09167 7.6631 11.6645 1.3057
H 2.42012 1.02776 -0.00766 2.4696 0.9523 0.1215
H 1.27755 -1.76949 -0.59547 -5.1762 -10.5551 -13.6410
H 1.44769 -1.87196 1.08267 -0.6430 1.3803 -1.9786
H 3.42112 -2.27073 -0.20715 -0.9611 5.3430 0.6957
H 3.21932 -0.47710 0.50576 2.0937 0.7301 2.6872
N -1.32861 -1.27484 0.06568 -2.6899 14.0449 7.5751
N 3.03697 -1.06698 -0.22750 -2.5526 -6.1405 -2.4573
```
Positions in Å, forces in eV/Å.

Here are the Mulliken charges for atoms 1 to 4, given in e:
1 C -0.86
2 C 0.84
3 C -0.47
4 C -0.59

No. 3
Here is 2 unconnected molecules or ions with the total composition C4H11N3O2 at a distorted geometry from the OMol25 dataset. Energies are from ωB97M-V/def2-TZVPD.

Frontier orbital gap = 9.498 eV
HOMO level = -8.69 eV
Molar mass = 133.15 Da
SMILES = [H]/N=C(/N)NC.CC(=O)O

The geometry in XYZ format:
```
20
Properties=species:S:1:pos:R:3:forces:R:3
H -0.33400 -0.39207 2.38495 0.6509 0.4493 0.7456
N 0.03127 -0.37048 1.44511 -1.3571 -1.7979 -0.3259
C 0.53994 -1.53944 1.12538 1.0921 2.1319 -2.4072
N 0.36293 -2.09059 -0.15825 -1.7738 -0.2545 -1.2069
N 1.52753 -2.18632 1.73597 1.2265 -0.2621 2.0594
C 2.06120 -1.83628 3.09933 -0.6836 -0.2257 -1.2837
H 0.98109 -2.11924 -0.97159 0.5794 0.2298 1.2246
H -0.56231 -1.91820 -0.55019 0.3172 0.3409 0.5189
H 1.83780 -3.06418 1.30444 -0.3596 0.6856 0.6095
H 1.31381 -2.16310 3.81360 0.3854 -0.5181 0.4713
H 2.24744 -0.78715 3.37530 -0.2896 -0.0082 -1.1274
H 3.02241 -2.32503 3.11324 0.0803 -0.4393 0.7029
C -2.04840 2.92155 -2.46147 0.2367 -0.2452 -1.0030
C -0.99484 2.02789 -1.86602 0.5059 -1.3615 0.4540
O 0.09473 1.74717 -2.29766 -0.3300 1.0376 -0.0970
O -1.52042 1.32216 -0.83255 -0.3898 0.4301 1.9115
H -2.20240 2.50597 -3.48742 -0.1097 0.6357 0.6591
H -1.71289 3.96111 -2.52822 0.0555 -0.2546 -0.1126
H -2.95993 2.86376 -1.87214 0.0555 0.0000 -0.1573
H -1.04507 1.29566 0.05032 0.1078 -0.5736 -1.6359
```
Positions in Å, forces in eV/Å.

Here are the Mulliken charges for atoms 1 to 4, given in e:
1 H 0.16
2 N -0.52
3 C 0.29
4 N -0.47

No. 4
Here is 8 unconnected molecules or ions with the total composition C25H60BrN7O10P2S at a distorted geometry from the OMol25 dataset. Energies are from ωB97M-V/def2-TZVPD.

Frontier orbital gap = 9.097 eV
HOMO level = -8.51 eV
Molar mass = 792.71 Da
SMILES = C=CC[PH](S)(Br)CP(=O)(O)O.CNC(C)=O.CNC(C)=O.CNC(C)=O.CNC(C)=O.CNC(C)=O.CNC(C)=O.CNC(C)=O

The geometry in XYZ format:
```
106
Properties=species:S:1:pos:R:3:forces:R:3
C 1.30264 0.95891 -1.97432 -0.8682 2.0025 0.8828
C 0.89055 2.23350 -1.55394 0.3620 -1.9703 -0.8604
C 0.04887 3.24745 -2.41556 1.0379 -0.1730 -0.6224
P -1.83583 3.00600 -2.09402 1.3938 -0.1713 1.5590
S -1.77621 4.78333 -0.84641 -0.5343 1.4038 1.6063
Br -1.75152 1.23583 -3.59871 -0.3271 -0.4814 -0.4952
C -2.34673 1.87158 -0.68236 0.1875 -0.8028 -0.2342
P -3.84578 0.77978 -1.04592 -2.8334 -0.7511 3.3445
O -4.73078 0.80757 0.21142 2.1494 0.2519 -3.0520
O -4.79602 1.32113 -2.32007 2.2327 -1.5056 1.0721
O -3.28043 -0.80314 -1.22448 -0.0724 2.4329 -0.4050
H 1.71825 0.25414 -1.18853 -0.2337 1.1242 -1.1978
H 1.18420 0.58611 -3.03690 -0.0223 0.5619 1.4943
H 1.15404 2.52670 -0.49114 -0.6972 -0.3920 -1.4228
H 0.17086 3.10848 -3.54036 0.0494 0.0009 1.5343
H 0.32600 4.30234 -2.13127 -0.4143 -1.2136 -0.3215
H -2.86565 3.63259 -2.85075 0.5557 -0.4713 0.1353
H -1.85005 4.44634 0.48867 0.0013 -0.1317 -1.0459
H -2.56811 2.40029 0.29020 -0.0355 -0.4430 -1.4382
H -1.44998 1.19108 -0.46722 -0.9748 0.9168 -0.4971
H -4.51837 0.94076 -3.18232 0.0668 0.1484 0.3284
H -2.36630 -0.81847 -0.87125 -0.5881 -0.0852 -0.4034
C 1.41096 2.11563 4.77850 0.4398 -0.1292 -0.1058
N 1.48974 1.67367 3.40212 -0.3889 0.0331 -0.3042
C 0.49664 1.61988 2.47824 0.2972 -0.1286 -0.0705
C -0.87589 2.06885 2.89615 -0.1305 0.0443 -0.0345
O 0.73933 1.21299 1.34501 -0.2353 -0.0442 0.0489
H 2.10494 2.94895 4.91315 -0.1084 0.0408 0.1980
H 1.71834 1.29046 5.42369 -0.1653 0.1444 0.1906
H 0.40754 2.43226 5.05139 0.0577 -0.1367 -0.0954
H 2.38173 1.35748 3.04964 -0.0578 0.0379 0.0249
H -1.56058 1.96818 2.05560 0.1708 -0.0530 0.0570
H -1.24063 1.44564 3.71547 0.0257 0.1205 0.0887
H -0.85265 3.11835 3.19904 -0.0528 -0.0633 0.1254
C 4.80222 3.82430 -3.54508 -0.7332 -0.2182 0.6403
N 4.44786 3.10367 -2.33499 0.3990 -0.4036 0.0748
C 5.13811 2.12677 -1.69805 -0.6194 0.0309 0.3840
C 6.45343 1.68946 -2.28690 0.1434 -0.1216 0.0142
O 4.68349 1.62900 -0.67427 0.2811 -0.0945 -0.0240
H 4.84870 4.88042 -3.31051 0.0471 -0.2062 -0.1813
H 4.01397 3.65855 -4.28381 0.1799 0.1130 -0.1994
H 5.75564 3.50209 -3.95410 -0.0723 0.0539 0.1225
H 3.57692 3.33363 -1.87854 0.0211 -0.0849 -0.0745
H 6.88191 0.90408 -1.66534 -0.1609 0.0949 0.0183
H 6.30270 1.29116 -3.29231 0.1286 0.1443 -0.0299
H 7.15182 2.52840 -2.31412 -0.0091 -0.0549 -0.1904
C -3.22695 -3.26919 5.52832 -0.1893 0.3629 0.4068
N -2.65920 -1.94919 5.72290 0.4988 0.2326 -0.3971
C -1.69828 -1.33131 4.99050 -0.1765 0.1465 0.1748
C -1.12112 -2.07439 3.81768 0.1113 0.0383 -0.0354
O -1.32725 -0.20010 5.29424 0.1109 0.0957 0.0129
H -4.30155 -3.16191 5.37785 0.0624 -0.2434 -0.0215
H -3.05268 -3.85430 6.43224 -0.1322 -0.2397 -0.2125
H -2.79086 -3.78297 4.67532 0.0659 0.1128 0.1123
H -2.99807 -1.38985 6.49158 0.0035 -0.0640 -0.0613
H -0.36774 -1.45265 3.33257 -0.1210 0.0752 0.1056
H -0.64389 -2.99941 4.15468 -0.2582 0.2018 -0.2168
H -1.90566 -2.29694 3.09069 0.0446 -0.1264 0.0312
C 6.41566 9.47450 -5.36112 -0.1078 -0.1649 -0.4843
N 6.10398 8.06370 -5.45938 0.0086 -0.1891 0.4421
C 6.03845 7.14215 -4.46123 -0.0823 -0.2898 -0.4940
C 6.31877 7.60270 -3.05534 -0.0033 -0.0500 0.1359
O 5.75808 5.97868 -4.72044 0.3983 0.7755 -0.3123
H 5.56951 10.04300 -5.75302 0.1300 0.2144 0.1204
H 7.29426 9.67754 -5.97717 0.0020 0.2395 0.1343
H 6.61366 9.78126 -4.33703 -0.0345 -0.1159 -0.0711
H 5.90412 7.67968 -6.37128 0.0185 0.0499 0.0639
H 6.22801 6.75709 -2.37446 -0.0052 0.0289 -0.1572
H 7.33444 7.99650 -2.98321 -0.1028 0.1242 0.0681
H 5.59610 8.36499 -2.75733 0.1606 0.0752 0.0314
C 3.55153 -5.92098 4.42256 0.0761 0.5111 0.0354
N 2.33753 -5.13420 4.48174 -0.4086 -0.2670 -0.0137
C 1.04933 -5.56727 4.45258 -0.0489 0.4395 0.0383
C 0.80355 -7.04811 4.34561 -0.1206 -0.1102 -0.0173
O 0.13209 -4.75877 4.51278 0.1361 -0.4800 0.0673
H 4.13278 -5.72700 5.32660 0.1419 -0.2186 -0.0822
H 4.12966 -5.59853 3.55400 0.1423 -0.2253 0.0486
H 3.34756 -6.98615 4.34579 -0.0730 0.1206 0.0099
H 2.42025 -4.13052 4.55430 0.0252 -0.0777 -0.0087
H -0.26953 -7.23433 4.33415 0.1008 0.1561 0.0212
H 1.23163 -7.43530 3.41875 0.0769 -0.0994 0.1269
H 1.23462 -7.56468 5.20550 0.0691 -0.0797 -0.1403
C -1.51326 -2.76723 -7.09582 0.3549 0.2052 0.3337
N -1.99774 -1.86751 -6.07051 -0.4237 0.0513 -0.0182
C -3.27556 -1.46485 -5.83584 0.1050 0.2542 0.3635
C -4.36107 -1.99740 -6.73273 -0.1427 -0.0017 -0.0570
O -3.51071 -0.69256 -4.91767 -0.3387 -0.2683 -0.2219
H -1.01648 -3.60952 -6.60920 -0.0105 -0.1165 -0.2521
H -0.78428 -2.23209 -7.70829 -0.0261 -0.2148 -0.1732
H -2.31514 -3.13790 -7.72968 0.0153 0.0841 0.1082
H -1.32850 -1.46782 -5.42823 -0.0366 -0.0331 -0.0490
H -5.31973 -1.58616 -6.41969 0.1747 0.0189 0.0655
H -4.17722 -1.69742 -7.76647 -0.0184 -0.1794 -0.0123
H -4.41120 -3.08565 -6.65848 0.0179 0.0308 -0.1733
C -7.86482 -5.89485 3.32490 -0.2459 0.0859 0.4619
N -6.99211 -5.70067 4.46396 0.4063 -0.0204 -0.1461
C -5.63186 -5.67933 4.49160 -0.0145 0.0282 0.5225
C -4.89578 -5.87906 3.19381 0.1305 0.0087 -0.0745
O -5.04529 -5.50123 5.55006 -0.0784 -0.1755 -0.1885
H -8.50882 -5.01795 3.23005 -0.0535 -0.1075 -0.2564
H -8.48722 -6.77259 3.51257 -0.0615 0.0167 -0.2676
H -7.30933 -6.03653 2.40112 0.0255 0.0305 0.1353
H -7.41229 -5.55985 5.37084 0.0171 -0.0074 -0.0833
H -3.82301 -5.83573 3.37862 -0.1400 0.0134 0.1085
H -5.13454 -6.85738 2.77164 -0.0402 0.1133 -0.1340
H -5.15672 -5.08868 2.48685 -0.0285 -0.1466 -0.0921
```
Positions in Å, forces in eV/Å.

Here are the Mulliken charges for atoms 1 to 4, given in e:
1 C -0.70
2 C 0.17
3 C -1.04
4 P 0.38

What did the second record say?
Here is a molecular structure, C8H12N2 at a distorted geometry from the OMol25 dataset. Energies are from ωB97M-V/def2-TZVPD.

Frontier orbital gap = 9.235 eV
HOMO level = -8.47 eV
Molar mass = 136.20 Da

The geometry in XYZ format:
```
22
Properties=species:S:1:pos:R:3:forces:R:3
C -2.68860 -1.21647 -0.03446 -6.3045 0.8309 -0.5017
C -0.62068 0.15555 -0.07561 2.2436 -11.4331 0.9485
C -1.29233 1.20254 -0.06293 -5.4220 8.5483 0.1181
C -0.61742 2.45880 -0.09185 5.3565 -2.6405 0.5333
C 0.81376 2.57359 -0.01373 -10.1150 -15.7240 -1.4623
C 1.41301 1.23989 0.05105 0.1052 2.7644 -0.3028
C 0.77392 0.07798 0.04216 -1.4482 -1.7681 -0.4211
C 1.47764 -1.28043 0.05848 7.1585 10.0420 14.5514
H -3.13844 -2.32093 -0.01367 0.8454 2.4674 -0.0181
H -3.10991 -0.67236 -1.15543 0.9184 -1.3945 3.1308
H -3.36720 -0.52942 0.94363 2.3387 -2.1691 -2.9641
H -1.04232 -1.92328 -0.37829 5.6574 -10.2685 -7.4267
H -2.41537 1.30232 0.07032 1.5675 -0.6237 -0.5508
H -1.00115 3.36092 -0.04765 -3.1051 3.9491 0.0573
H 1.32092 3.27466 0.09167 7.6631 11.6645 1.3057
H 2.42012 1.02776 -0.00766 2.4696 0.9523 0.1215
H 1.27755 -1.76949 -0.59547 -5.1762 -10.5551 -13.6410
H 1.44769 -1.87196 1.08267 -0.6430 1.3803 -1.9786
H 3.42112 -2.27073 -0.20715 -0.9611 5.3430 0.6957
H 3.21932 -0.47710 0.50576 2.0937 0.7301 2.6872
N -1.32861 -1.27484 0.06568 -2.6899 14.0449 7.5751
N 3.03697 -1.06698 -0.22750 -2.5526 -6.1405 -2.4573
```
Positions in Å, forces in eV/Å.

Here are the Mulliken charges for atoms 1 to 4, given in e:
1 C -0.86
2 C 0.84
3 C -0.47
4 C -0.59